{"formula": "C6H10", "method": "the ωB97M-V functional and the def2-TZVPD basis", "smiles": "C=C(C)/C=C\\C", "homo_lumo_gap_ha": 0.3676, "e_homo_ev": -8.90, "charge": 0, "relative_energy_ev": 1.514, "species": ["C", "C", "C", "C", "C", "C", "H", "H", "H", "H", "H", "H", "H", "H", "H", "H"], "positions_angstrom": [[1.836266, 0.046427, 0.349638], [0.852993, -0.589655, -0.250787], [0.216076, -1.926647, 0.352980], [-0.282014, -0.178372, -1.073176], [-1.122371, 0.832463, -0.827423], [-1.050944, 1.734441, 0.358730], [2.425319, -0.438770, 1.116926], [2.196827, 0.984335, -0.026474], [1.037176, -2.424306, 0.867100], [-0.546848, -1.682370, 1.093296], [-0.176203, -2.630040, -0.382860], [-0.407898, -0.754975, -1.984110], [-1.854079, 1.096870, -1.580445], [-2.056588, 2.026192, 0.669506], [-0.505829, 2.650418, 0.109575], [-0.561882, 1.253989, 1.207525]], "forces_ev_per_angstrom": [[0.69, -0.19, -0.61], [-3.48, -2.38, 1.90], [2.34, 0.40, 0.29], [0.50, 1.91, -1.61], [0.69, -0.14, -0.21], [-0.19, 0.13, 0.16], [0.00, -0.04, 0.02], [-0.02, 0.48, 0.04], [-0.09, -0.39, 0.28], [-0.05, 0.13, -0.23], [-0.04, 0.35, -0.12], [-0.17, -0.03, -0.01], [-0.27, -0.32, 0.05], [0.05, 0.05, 0.01], [-0.03, -0.03, 0.12], [0.09, 0.08, -0.08]]}


{"formula": "C6H10", "method": "the ωB97M-V functional and the def2-TZVPD basis", "homo_lumo_gap_ha": 0.3038, "e_homo_ev": -8.26, "charge": 0, "relative_energy_ev": 4.844, "species": ["C", "C", "C", "C", "C", "C", "H", "H", "H", "H", "H", "H", "H", "H", "H", "H"], "positions_angstrom": [[-1.391397, 0.336642, 0.833747], [-1.823452, -0.061167, -0.557160], [-0.366435, 0.109384, -0.243404], [0.659676, -1.007198, -0.125348], [1.915047, -0.191305, 0.207613], [0.350009, 1.212062, -0.960293], [-1.495653, -0.404633, 1.623265], [-1.581132, 1.361634, 1.147281], [-2.290632, 0.696063, -1.183838], [-2.200745, -1.067013, -0.724047], [0.791011, -1.521559, -1.084243], [0.402081, -1.753488, 0.636530], [2.876167, -0.697234, 0.102796], [1.837404, 0.280699, 1.192086], [1.931559, 0.611117, -0.580849], [0.386490, 2.095993, -0.284136]], "forces_ev_per_angstrom": [[-0.03, 0.09, 0.22], [-0.13, -0.05, -0.14], [0.09, 0.02, -0.03], [-0.03, 0.00, -0.05], [0.06, -0.04, 0.09], [-0.20, -0.04, 0.11], [0.05, 0.09, -0.13], [0.01, -0.16, -0.08], [0.07, -0.11, 0.13], [0.10, 0.14, 0.04], [-0.04, 0.12, 0.10], [0.03, 0.18, -0.14], [-0.10, -0.09, 0.08], [0.08, -0.13, -0.14], [0.21, 0.03, 0.14], [-0.15, -0.04, -0.18]]}


{"formula": "C6H10BN3O2", "method": "the ωB97M-V functional and the def2-TZVPD basis", "smiles": "OB(O)c1cnn2c1NCCC2", "homo_lumo_gap_ha": 0.2792, "e_homo_ev": -7.27, "charge": 0, "relative_energy_ev": 0.000, "species": ["O", "B", "O", "C", "C", "N", "N", "C", "N", "C", "C", "C", "H", "H", "H", "H", "H", "H", "H", "H", "H", "H"], "positions_angstrom": [[-2.369543, -2.971983, 1.460787], [-1.374432, -2.071124, 1.313757], [-0.568736, -1.696195, 2.355912], [-1.211230, -1.361080, 0.045464], [-1.830288, -1.055661, -1.233810], [-1.289078, -0.041059, -1.943084], [-0.258132, 0.417264, -1.187871], [-0.011083, -0.121961, 0.017537], [0.934330, 0.246256, 0.885228], [1.762925, 1.333911, 0.397728], [1.237810, 2.204219, -0.734150], [0.755353, 1.296946, -1.816690], [-2.254978, -3.543345, 2.216256], [-0.660756, -2.077535, 3.274612], [-2.711742, -1.557149, -1.798116], [0.871658, 0.030350, 1.908090], [2.694502, 0.878565, 0.022683], [1.925142, 2.017196, 1.210404], [2.130596, 2.877232, -1.130085], [0.366800, 2.787544, -0.514017], [0.316723, 1.746077, -2.640460], [1.544160, 0.661532, -2.110174]], "forces_ev_per_angstrom": [[-0.81, -1.11, -0.01], [-0.62, -0.12, 0.54], [1.08, -0.21, 2.50], [3.15, 5.38, -3.04], [-0.17, -0.07, -0.41], [-0.54, -1.90, 1.13], [2.00, 0.93, 0.81], [-5.77, -4.65, -1.00], [-0.13, 0.59, 0.23], [1.09, 0.41, 0.38], [1.46, 0.68, -1.25], [-0.62, -1.30, 1.63], [-0.18, -0.20, 0.34], [-0.16, 0.48, -1.93], [1.62, 0.74, 1.56], [-0.24, 0.09, -1.84], [0.04, 0.44, 0.38], [0.66, 0.06, 0.59], [-1.93, -1.26, 0.96], [-0.15, 0.80, 0.77], [-0.82, 0.99, -1.52], [1.02, -0.76, -0.81]]}


{"formula": "C6H10BO18Zr", "method": "the ωB97M-V functional and the def2-TZVPD basis", "homo_lumo_gap_ha": [0.3018, 0.1456], "spin_multiplicity": 2, "e_homo_ev": [-3.22, -3.04], "s2": 0.758, "charge": -2, "species": ["Zr", "B", "H", "H", "H", "H", "O", "C", "O", "O", "H", "O", "C", "O", "O", "H", "O", "C", "O", "O", "H", "O", "C", "O", "O", "H", "O", "C", "O", "O", "H", "O", "C", "O", "O", "H"], "positions_angstrom": [[0.028863, -0.157432, 0.062867], [0.857563, 1.851088, 1.137358], [1.204453, 1.275168, 1.981298], [-0.187557, 1.617188, 1.006018], [0.843043, 2.916448, 1.307768], [1.443623, 1.602978, 0.266027], [-1.127727, -4.001152, -1.389253], [-0.730537, -2.775362, -0.996453], [-1.016707, -1.715372, -1.502823], [-0.200597, -2.415252, 0.104418], [-1.537617, -3.866412, -2.246832], [-4.330778, 0.602608, 0.790907], [-3.493818, -0.061242, 0.044717], [-2.272938, 0.101368, 0.262908], [-3.906997, -0.954242, -0.702912], [-5.056677, 0.149468, 0.355778], [-1.176007, -0.161012, 4.163588], [-0.613697, -1.011582, 3.390978], [-0.476387, -0.699742, 2.220358], [-0.122017, -2.007742, 3.825217], [-1.598367, -0.770012, 4.773778], [4.248593, -0.684712, 0.629787], [3.192053, -0.794542, 1.401148], [2.051043, -0.724332, 0.867688], [3.350902, -0.965692, 2.641718], [3.833752, -0.417082, -0.193542], [2.039503, -0.381322, -3.810453], [2.136343, -0.040762, -2.522053], [3.128212, 0.576988, -2.149683], [1.312643, -0.513992, -1.702082], [2.752543, -0.059842, -4.367072], [-1.813337, 3.284688, -1.605642], [-0.729147, 2.592678, -1.882603], [0.113983, 3.097508, -2.650133], [-0.584577, 1.457698, -1.389443], [-1.561617, 4.052948, -2.123342]], "forces_ev_per_angstrom": [[-2.01, -0.25, -2.14], [0.54, 0.38, 0.94], [1.40, -1.85, 3.19], [-4.29, -0.85, -0.58], [0.09, 3.78, 0.53], [2.06, -1.13, -3.70], [1.03, 0.32, 0.58], [-0.28, 3.41, 2.95], [-2.71, 1.85, -6.57], [2.62, -4.14, 3.79], [-0.21, 0.23, -0.22], [-1.77, 1.32, 0.69], [4.20, -3.17, -1.07], [2.44, 1.00, 0.85], [-1.63, 0.11, -0.63], [-1.76, 0.32, 0.48], [-2.71, 2.20, 2.16], [2.10, -0.23, -1.68], [0.28, 1.51, -4.16], [1.01, -3.70, 1.92], [-0.19, 0.40, 1.03], [0.24, -0.01, 0.09], [-0.54, -0.24, 2.38], [-0.02, -0.63, 0.36], [-0.48, 0.09, -1.49], [0.19, 0.50, -1.59], [-1.70, -1.04, -1.24], [2.05, 0.41, 1.76], [1.19, 0.77, -0.18], [-1.86, -0.69, 0.21], [0.24, 0.45, 0.77], [-1.50, 0.83, 0.48], [3.44, -1.34, -1.17], [-0.56, 0.68, -0.09], [-0.38, -2.10, 1.44], [-0.54, 0.80, -0.11]]}


{"formula": "C6H10Br2O3", "method": "the ωB97M-V functional and the def2-TZVPD basis", "smiles": "C[C@H]1COC(=O)O1.BrCCBr", "homo_lumo_gap_ha": 0.3918, "e_homo_ev": -10.08, "charge": 0, "relative_energy_ev": 0.000, "species": ["C", "C", "C", "O", "C", "O", "O", "H", "H", "H", "H", "H", "H", "Br", "C", "C", "Br", "H", "H", "H", "H"], "positions_angstrom": [[-23.969648, 5.148267, -10.919074], [-23.007159, 3.991539, -10.630413], [-23.699441, 2.841539, -9.948741], [-23.449556, 1.710702, -10.813651], [-23.070795, 2.202030, -12.014552], [-22.961206, 1.551497, -13.003961], [-22.636827, 3.454498, -11.900734], [-24.733337, 4.901344, -11.657285], [-23.427082, 5.993069, -11.355951], [-24.476581, 5.606943, -10.066884], [-22.172856, 4.339578, -10.025339], [-24.779665, 2.933131, -9.832688], [-23.270305, 2.595502, -8.977512], [-23.949812, -0.999738, -8.943463], [-22.249983, -1.134879, -9.890794], [-22.474589, -1.629903, -11.314664], [-20.773225, -1.482887, -12.238567], [-21.619407, -1.890517, -9.431646], [-21.861224, -0.126814, -9.860602], [-23.250780, -1.073246, -11.832528], [-22.719543, -2.687375, -11.324450]], "forces_ev_per_angstrom": [[0.34, 1.06, -0.24], [-1.57, 1.19, -0.11], [-0.04, -1.49, 0.64], [-0.53, 0.59, -0.08], [1.25, -1.20, -0.11], [-0.43, -0.07, -0.09], [0.29, 0.85, 0.19], [0.03, -0.43, 0.11], [0.17, -0.20, -0.08], [0.13, -0.53, 0.33], [0.42, -0.10, -0.49], [0.03, 0.26, -0.11], [-0.05, 0.05, -0.01], [0.05, -0.29, 0.08], [-0.30, -0.46, -0.71], [-0.24, 0.18, 0.38], [-0.08, 0.07, -0.13], [0.02, 0.42, 0.59], [0.31, -0.08, -0.03], [0.28, 0.17, -0.19], [-0.08, 0.01, 0.05]]}